1.
# C18H25N4O2S

A gas-phase ion, C18H25N4O2S (charge +1) (the ωB97M-V functional and the def2-TZVPD basis, the Open Molecules 2025 dataset).

As for the SMILES: [H]/N=C(/C)C[n+]1c(CSCC)nn(CCC)c1OC(=O)c1ccccc1. The HOMO energy comes out at -11.64 eV. The calculation puts the total energy at -1467.67961 Eh.

Geometry as ORCA input:
```
! wB97M-V def2-TZVPD RIJCOSX def2/J DEFGRID3
* xyz 1 1
H 0.563 -3.051 1.562
C 0.394 2.800 0.045
H -5.478 3.184 0.448
C 3.768 0.813 0.783
C 0.192 -4.087 1.118
O -1.065 -1.226 -0.411
C 1.580 -3.300 -1.016
H 4.038 1.093 -2.993
H 0.420 1.102 1.653
H -0.899 -4.353 1.508
H -0.527 2.680 2.156
O -2.152 -0.853 -2.617
H -6.289 -1.367 1.970
H 2.604 2.369 -2.602
C 0.044 1.880 -1.267
H -1.123 1.847 -1.372
H 3.832 1.576 3.043
C -5.675 -0.608 1.320
C 0.254 -0.863 -0.949
H 5.224 2.240 1.933
H 1.906 -3.745 -2.074
C 0.432 2.290 1.609
H -4.103 -2.265 0.441
H 4.184 -0.284 0.561
C 4.564 1.294 2.172
H 0.457 -5.282 -0.810
C 2.178 0.259 -1.752
H 2.532 -3.439 -0.313
S 4.068 2.033 -0.612
N 0.649 4.162 -0.158
N 2.566 -1.205 -1.688
C 0.263 -4.142 -0.540
H 0.913 -4.928 1.527
C -5.145 2.045 0.396
C 3.224 1.434 -2.219
N 0.728 0.533 -1.309
C -4.385 -1.128 0.428
C -3.850 1.526 -0.500
C -6.055 1.007 1.324
H 0.439 2.488 -2.215
H -3.241 2.303 -1.130
C -3.464 -0.070 -0.466
H 0.571 4.398 -1.173
H 5.296 0.442 2.497
H -6.956 1.348 1.996
H -0.745 -3.794 -1.057
N 1.392 -1.819 -1.203
H 2.647 0.673 1.087
C -2.165 -0.743 -1.277
H 1.397 2.731 2.146
*
```



2.
# C4H10Se

2 unconnected molecules or ions with the total composition C4H10Se (the ωB97M-V functional and the def2-TZVPD basis, the Open Molecules 2025 dataset).

The HOMO energy (alpha / beta) comes out at -5.13 / -8.66 eV. The calculation puts the total energy at -2559.59750 Eh.

Geometry as ORCA input:
```
! wB97M-V def2-TZVPD RIJCOSX def2/J DEFGRID3
* xyz 0 3
H 1.334 -1.782 0.507
H 1.710 0.473 -1.390
H -1.873 1.638 -1.348
H 1.523 0.248 1.622
C 1.745 0.804 0.775
C -2.563 -0.388 0.050
H 1.258 1.721 0.792
H -3.481 -0.355 0.601
C 1.530 -0.007 -0.454
C 1.301 -1.314 -0.433
H 1.302 -1.989 -1.357
H -2.656 -0.803 -1.011
Se -2.176 1.594 0.075
H 2.768 1.073 1.011
H -1.722 -0.912 0.561
*
```



3.
# C19H46F4N3O5S5

6 unconnected molecules or ions with the total composition C19H46F4N3O5S5 (the ωB97M-V functional and the def2-TZVPD basis, the Open Molecules 2025 dataset).

The HOMO energy comes out at -10.42 eV. The calculation puts the total energy at -3682.05219 Eh.

Geometry as ORCA input:
```
! wB97M-V def2-TZVPD RIJCOSX def2/J DEFGRID3
* xyz 1 1
H -1.056 -5.429 2.033
S 0.837 3.677 -7.522
H -7.156 -7.322 3.037
C 2.708 4.505 3.069
H -1.249 -5.420 3.814
H 0.057 2.574 -9.490
C -1.476 -4.895 2.888
C 2.672 -1.281 -6.345
O -4.203 -5.533 3.920
S 0.991 -1.670 -6.842
N 0.631 0.743 1.387
C -0.091 5.087 -8.135
S -0.793 -3.247 2.954
H 3.243 -2.203 -6.243
C 3.279 4.047 1.749
H -0.573 -0.843 0.775
H 1.096 -4.289 3.972
H 1.539 -2.827 3.060
H 3.247 4.850 1.020
H 4.116 1.083 9.083
H 3.114 -0.663 -7.124
H 0.347 2.263 -4.106
H 2.379 0.846 9.461
C -6.274 -4.663 2.519
H 3.567 2.526 7.120
H 1.807 2.349 7.409
C 0.933 -3.731 3.050
O 0.224 -0.394 -6.795
C -1.325 1.072 -0.055
C -0.081 2.428 -8.418
O 4.163 -0.179 6.548
C 0.557 -2.584 -5.359
H 0.810 3.945 0.724
H 0.046 5.166 -9.212
H -1.146 4.963 -7.891
H 0.464 -0.182 -0.500
H 0.303 1.453 -8.124
H 0.062 0.591 2.216
H 2.695 1.984 1.891
H 3.058 2.516 0.269
F 1.428 4.941 2.972
C -0.310 0.999 -2.466
C -6.367 -7.042 3.734
H -0.485 -2.883 -5.448
C 3.252 0.430 8.959
H -1.448 3.075 0.723
F -0.566 -0.363 -2.472
H 2.657 -0.731 -5.404
H -7.066 -5.016 1.860
H -1.372 2.177 -3.916
H -6.692 -4.274 3.447
N -1.048 2.172 0.938
H 1.187 -3.470 -5.284
H -5.699 -3.888 2.017
H 0.298 5.981 -7.651
F 2.726 3.480 3.962
H 3.474 -0.553 9.368
C 2.591 2.807 1.200
H 2.483 2.062 5.790
H 1.189 -4.340 2.184
C -0.206 0.059 0.307
O -0.992 -2.640 1.596
S 2.897 0.226 7.211
H -0.507 0.814 -4.624
C -1.244 1.680 -1.486
F 3.447 5.519 3.585
C 2.667 1.972 6.854
H -2.234 1.642 -1.930
H 0.684 -1.946 -4.484
H -2.318 0.660 0.035
H -5.857 -7.936 4.087
H -2.556 -4.820 2.784
C 0.289 2.085 1.114
H -1.137 2.493 -8.157
H -6.778 -6.493 4.580
H -0.966 2.730 -1.472
C -0.462 1.587 -3.868
O 0.477 3.502 -6.087
N 1.156 3.034 0.977
H 0.726 1.172 -2.172
S -5.159 -6.022 2.886
H 4.317 3.809 1.940
*
```



4.
# C40H54GeIN7OPPtSSbSe4

A molecular structure, C40H54GeIN7OPPtSSbSe4 (the ωB97M-V functional and the def2-TZVPD basis, the Open Molecules 2025 dataset).

The HOMO energy (alpha / beta) comes out at -4.58 / -4.53 eV. The calculation puts the total energy at -15094.66049 Eh.

Geometry as ORCA input:
```
! wB97M-V def2-TZVPD RIJCOSX def2/J DEFGRID3
* xyz -1 2
C 1.199 -3.170 -1.601
H 0.046 3.343 3.582
H 4.046 -4.201 -1.886
H -4.683 1.924 3.742
C -0.821 -3.526 4.303
C -3.266 3.445 4.274
H 1.504 -5.246 -1.221
Pt 0.146 0.498 -0.212
C -2.118 5.425 0.882
H 5.177 -3.457 1.372
H -3.686 0.377 -0.503
H -0.978 -4.469 4.812
C 3.406 -2.975 3.441
C -1.365 1.821 3.040
C -1.937 3.842 4.228
C -0.417 -1.101 2.981
C -1.265 -2.342 4.871
H 1.090 0.222 4.836
H -2.948 -2.493 -2.546
H 4.759 2.418 5.011
H 2.150 -1.336 2.847
H 3.961 -3.911 0.165
N 3.983 -0.531 -1.419
P 2.902 -1.412 -0.469
S -1.377 1.992 -0.692
C -1.338 6.685 1.091
H -4.678 -1.063 -0.315
C -2.650 -1.473 -0.777
Se -0.383 0.296 -2.247
H 4.331 -2.577 -2.529
H 2.701 -3.277 4.218
C -1.070 -1.138 4.210
H -0.573 6.770 0.322
N -2.455 -2.451 -1.665
C -0.175 -3.503 3.076
C 3.424 0.158 -2.572
C 3.197 -1.498 3.109
H 0.169 -4.425 2.622
H -1.431 -0.220 4.659
H 2.440 -5.840 -3.243
N -3.452 3.093 0.374
H 3.424 -4.877 2.403
Se -1.356 -2.614 -5.039
H 5.159 2.353 -2.563
C -2.143 3.260 0.227
H 2.176 -3.748 1.845
C 5.203 0.101 -0.955
H 3.801 -0.048 1.646
C 4.976 1.561 -0.566
C -3.887 -0.611 -0.912
Ge -0.036 0.655 2.158
C 3.716 2.474 3.140
H -4.009 4.080 4.741
C 3.212 -3.826 2.187
C 2.937 1.280 5.070
H 5.123 -1.070 2.230
C 1.634 1.251 3.038
C 3.160 1.636 -2.291
C 3.889 2.085 4.459
C 1.112 -4.629 -2.035
C 4.128 -3.333 1.070
Se -1.862 1.148 -5.805
H 4.268 1.597 0.267
H 3.632 -4.065 -4.346
C 1.896 -4.897 -3.336
H 4.185 3.359 -1.480
H 5.609 -0.479 -0.126
H 2.478 -0.337 -2.799
I -4.654 -0.355 -2.892
H -1.774 -2.355 5.828
H 4.090 0.048 -3.434
H 0.062 -4.884 -2.189
H 2.367 1.722 -1.534
H 0.723 -2.518 -2.348
Se 1.538 -0.269 -6.039
H 5.912 2.012 -0.225
H 0.525 -2.283 1.464
H -5.190 4.027 0.914
C -0.993 3.032 3.615
H 2.460 2.386 1.411
C 1.821 0.864 4.361
N 2.589 -2.765 -1.384
H 0.657 -3.018 -0.663
H -2.008 7.542 1.052
H 3.063 0.974 6.101
C 3.560 -3.322 -2.336
C -2.700 1.433 3.095
H 4.422 -3.121 3.826
H -1.604 -2.987 -1.613
H 2.791 2.121 -3.198
C -3.498 5.368 1.045
C 2.589 2.063 2.441
H -4.062 6.242 1.336
O -1.906 -1.279 0.181
C -3.645 2.232 3.719
C 2.876 -3.761 -3.620
N 1.636 -0.684 0.112
C 4.413 2.328 -1.762
C -4.119 4.157 0.799
H 4.453 3.103 2.655
H 2.340 -2.924 -4.072
N -1.433 4.351 0.492
H -0.843 6.667 2.065
C 4.064 -1.067 1.932
H 3.430 -0.871 3.973
Sb -0.430 -0.417 -4.573
H -1.637 4.792 4.655
N 3.901 -1.931 0.772
H -2.998 0.493 2.641
H 1.206 -4.977 -4.175
H 5.914 0.066 -1.791
C 0.024 -2.295 2.426
*
```



5.
# C4H6BrNO4

A single C4H6BrNO4 molecule (the ωB97M-V functional and the def2-TZVPD basis, the Open Molecules 2025 dataset).

The HOMO energy (alpha / beta) comes out at -9.62 / -9.61 eV. The calculation puts the total energy at -3085.43846 Eh.

Geometry as ORCA input:
```
! wB97M-V def2-TZVPD RIJCOSX def2/J DEFGRID3
* xyz 0 1
O 1.408 -3.146 -1.506
H 0.993 -0.825 -1.052
C 0.980 -0.754 0.074
H 0.421 1.258 0.411
C 0.470 -2.111 0.361
H -1.990 0.819 -0.030
H -0.075 0.387 1.577
O -2.024 -1.098 0.117
H -1.203 0.080 -1.403
C -0.055 0.320 0.567
H 1.853 -0.708 0.625
C -1.334 0.098 -0.205
Br 0.157 -2.582 2.143
O -1.348 -2.150 -0.515
O 0.868 -4.409 0.135
N 0.930 -3.359 -0.430
*
```



6.
# C55H72F12N2O34

12 unconnected molecules or ions with the total composition C55H72F12N2O34 (the ωB97M-V functional and the def2-TZVPD basis, the Open Molecules 2025 dataset).

As for the SMILES: CC[C@H](F)[C@@](C#N)(CCCCCCCCCCCCOC)[C@@H](C#N)CC.O=C1OC[C@@H](F)O1.O=C1OC[C@@H](F)O1.O=C1OC[C@@H](F)O1.O=C1OC[C@@H](F)O1.O=C1OC[C@@H](F)O1.O=C1OC[C@@H](F)O1.O=C1OC[C@@H](F)O1.O=C1OC[C@@H](F)O1.O=C1OC[C@@H](F)O1.O=C1OC[C@@H](F)O1.O=C1OC[C@@H](F)O1. The HOMO energy comes out at -8.75 eV. The calculation puts the total energy at -6004.93631 Eh.

Geometry as ORCA input:
```
! wB97M-V def2-TZVPD RIJCOSX def2/J DEFGRID3
* xyz 0 1
C -1.035 -2.118 -0.405
H -0.308 -0.328 1.880
C 6.555 6.980 6.868
C 5.950 -4.104 -2.999
C 8.526 -4.090 -5.908
H 4.521 0.539 1.087
C 6.155 8.267 8.620
C -3.305 4.559 0.425
H 6.785 -5.708 -7.373
H -6.063 -11.844 -3.397
C 2.131 4.154 8.108
O 2.676 3.153 8.471
H -6.307 -11.800 -1.639
H -1.488 2.485 4.749
H 9.844 -6.013 -7.354
O 3.757 1.442 -0.636
O -0.899 -8.011 -4.951
C -3.017 1.963 2.549
H -1.237 -0.584 -2.006
C -2.588 -0.680 2.192
C 4.930 1.856 -1.383
H -1.987 -7.699 -1.249
C 8.927 -5.465 -7.589
H -0.792 -1.506 3.195
O 6.320 9.129 9.434
F 6.193 -5.214 -2.259
H -3.058 -0.413 1.189
O 4.297 -1.218 -2.542
F 2.061 7.106 6.568
H -1.473 -3.241 1.471
O 6.410 -1.880 -3.021
H 0.513 0.723 0.211
H -4.050 3.166 -1.270
H 1.179 5.440 5.876
O -6.019 -2.428 -2.629
C -3.318 8.431 0.655
C -0.954 5.449 -0.111
C -1.253 -7.489 -3.932
H -5.747 -9.440 -3.528
O -4.043 9.447 0.112
O 2.677 5.049 7.232
H -7.592 -3.615 -1.963
C 5.117 -2.088 -2.649
H 3.061 -1.703 0.742
O -4.254 -3.511 -5.414
H 7.587 -3.177 -1.928
C 1.598 5.854 6.798
H -4.182 -1.454 -5.290
H 5.440 5.354 7.754
C -0.790 3.382 4.645
H -2.149 3.189 -1.059
H 0.697 1.906 3.883
H 5.895 1.414 -0.958
H -3.046 4.602 -1.793
O -2.396 -7.812 -3.264
C -4.431 -2.235 -6.015
O 4.866 -7.558 -4.771
H -3.837 5.541 0.126
N -0.291 5.612 -1.103
O 0.887 4.538 8.510
F 4.319 -5.513 -5.528
C -3.123 3.772 -0.993
H -4.758 8.847 4.070
O -2.282 8.065 -0.145
O -2.503 -4.943 -5.358
H -1.756 2.050 0.711
O -3.556 7.919 1.714
O 9.053 -4.123 -7.162
H -3.882 -2.724 -8.074
H -3.355 2.702 3.365
H -3.384 -6.743 -1.781
H 1.078 2.437 5.595
H 3.412 -7.186 -6.175
C 0.663 5.832 7.965
O -3.882 -1.686 -2.564
H -4.204 7.170 4.253
C -5.615 -4.346 -1.477
O -4.361 -11.509 -2.252
H -3.545 0.296 4.071
H -0.880 3.950 5.650
H 7.492 6.448 7.058
F -0.791 -5.514 -1.293
H 4.877 1.576 -2.493
H 7.820 -3.268 -3.694
H -0.379 5.957 7.666
H 4.777 -0.406 -0.535
H 0.521 0.912 -1.603
O -2.426 -3.101 -6.670
H -1.983 -5.076 -2.850
H 0.906 6.589 8.715
F 8.719 -5.474 -8.926
H 2.163 -0.177 1.217
C -2.419 8.801 -1.353
H -0.415 5.285 3.563
H 5.036 3.002 -1.346
F -7.117 -9.481 -2.058
O 8.695 -3.196 -5.126
O -1.766 8.361 7.011
H -2.116 -2.474 -0.616
H -5.433 8.999 6.397
C 2.860 -6.695 -4.118
H -2.932 8.185 -2.097
H -2.139 5.991 1.662
H 1.829 -6.555 -4.445
C 2.691 -0.683 0.340
N 1.524 3.849 1.233
H 1.459 3.551 4.089
O 6.655 8.304 7.352
C -1.663 2.385 1.798
C -1.478 -5.927 -2.386
F -2.473 4.994 3.917
H 2.389 -0.377 -1.842
F 6.316 7.025 5.536
F -5.900 7.073 6.077
C 4.279 -8.402 -3.873
H -1.715 0.106 -0.384
H -3.878 1.788 1.810
C -1.185 3.893 2.007
H -1.742 0.553 3.835
H 7.746 -7.018 -6.656
C 7.717 -5.945 -6.853
C -5.756 -11.355 -2.472
C 3.820 -6.746 -5.262
C -1.060 -1.148 2.127
O 4.865 -3.407 -2.418
H 4.428 6.667 7.121
C -2.380 -7.071 -2.052
C 4.043 0.203 0.089
C -3.012 -3.943 -5.774
H -0.367 -2.836 -0.997
C -3.471 -2.285 -7.161
C 5.377 6.433 7.609
O -2.812 -10.174 -1.285
F -5.564 -5.686 -1.669
C 1.763 -0.828 -0.987
H -5.789 -4.130 -0.419
C -4.685 -2.554 -2.377
C -5.908 -9.868 -2.534
O -2.979 8.584 5.115
O -3.933 7.707 6.960
O 3.037 -7.970 -3.515
H -0.829 1.723 2.247
C -2.752 0.528 3.271
H -6.686 -4.237 -3.358
C -4.279 8.141 4.750
H -1.445 9.090 -1.749
H 1.547 -1.902 -1.293
C -3.232 9.979 -0.916
C -6.599 -3.706 -2.406
C 7.078 -3.132 -2.896
C 0.712 2.825 4.587
H -3.176 -1.575 2.629
O 4.790 -9.401 -3.457
C 0.355 3.922 1.509
C -0.953 -0.594 -0.885
O 5.451 7.122 8.850
O -4.381 -3.787 -1.880
C -1.183 4.428 3.514
C -3.923 -10.348 -1.689
C -4.974 8.061 6.072
F -2.969 -1.057 -7.429
C -2.797 8.228 6.416
O -4.908 -9.405 -1.651
C 0.483 0.110 -0.769
O 7.785 -5.202 -5.643
H -2.642 10.813 -0.525
O -0.565 -6.495 -3.303
C -0.767 -2.380 1.155
F -4.033 10.415 -1.916
H 0.293 -2.821 1.283
H -5.462 -2.094 -6.341
H 5.696 -4.391 -4.023
H 3.107 -5.913 -3.394
C -1.927 5.003 1.102
H -4.040 4.033 1.127
*
```



7.
# C5H10N2O3

2 unconnected molecules or ions with the total composition C5H10N2O3 (the ωB97M-V functional and the def2-TZVPD basis, the Open Molecules 2025 dataset).

The HOMO energy comes out at -8.58 eV. The calculation puts the total energy at -531.54594 Eh.

Geometry as ORCA input:
```
! wB97M-V def2-TZVPD RIJCOSX def2/J DEFGRID3
* xyz 0 1
O 2.570 0.467 -0.854
H -0.333 -2.704 0.509
H -0.765 2.028 -1.252
C 0.121 1.667 -0.623
H 0.568 -0.035 -2.088
H 0.720 1.652 1.434
H -1.607 -0.177 0.942
H 1.167 -2.164 -0.205
H -0.973 2.080 1.134
N 3.151 -0.095 0.101
H -0.188 -0.639 1.825
O 2.455 -0.861 0.761
C -0.557 0.003 0.904
C 0.129 -2.143 -0.407
H -0.127 -2.362 -1.477
O 4.302 0.145 0.358
C 0.313 0.304 -1.147
H 1.102 2.044 -0.974
N -0.052 -0.632 -0.336
C -0.206 1.492 0.901
*
```



8.
# C4H5NO

A single C4H5NO molecule (the ωB97M-V functional and the def2-TZVPD basis, the Open Molecules 2025 dataset).

As for the SMILES: CC(=O)CC#N. The HOMO energy comes out at -10.40 eV. The calculation puts the total energy at -285.38546 Eh.

Geometry as ORCA input:
```
! wB97M-V def2-TZVPD RIJCOSX def2/J DEFGRID3
* xyz 0 1
C -1.021 -1.476 -0.014
C 1.264 0.339 -0.522
H 0.895 -0.342 -1.314
H -1.520 0.504 -0.253
C 0.203 0.806 0.405
H 1.886 -0.248 0.165
H -1.446 -0.048 1.498
C -1.015 -0.095 0.493
H 1.791 1.206 -0.925
O 0.095 1.900 0.907
N -1.130 -2.546 -0.440
*
```